Formula: C15H27F6N3NaO2V
Source: the Open Molecules 2025 dataset
Level of theory: ωB97M-V with the def2-TZVPD basis set

Structure (XYZ):
```
55
C15H27F6N3NaO2V | the Open Molecules 2025 dataset | ωB97M-V with the def2-TZVPD basis set
N 1.94471 -0.32082 -0.05171
C 2.86885 -0.84654 0.53937
O 3.78928 -1.38153 1.05913
Na 1.01597 0.42084 -2.69057
V -0.01812 -0.12899 -0.04908
N -0.39836 -1.47552 -1.33470
N -0.24688 1.43675 -1.12764
C -0.25877 -2.90898 -0.97638
C 0.44271 2.75902 -1.27158
C 0.91053 -3.49973 -1.76239
C -1.52992 -3.70719 -1.28894
C 0.02613 -3.07354 0.51364
C 0.16833 3.36449 -2.65360
C -0.04663 3.74154 -0.21504
C 1.94841 2.56431 -1.09099
H 0.76467 -3.39698 -2.84441
H 1.01069 -4.56777 -1.52715
H 1.85135 -2.99959 -1.49823
H -2.40155 -3.26737 -0.78865
H -1.41596 -4.73437 -0.91775
H -1.74003 -3.77841 -2.36234
H 0.96156 -2.59183 0.81959
H 0.12504 -4.14815 0.72266
H -0.79452 -2.68637 1.13030
H 0.48871 2.71911 -3.49147
H 0.71813 4.31273 -2.74530
H -0.89972 3.58012 -2.77995
H -1.10681 3.97481 -0.33998
H 0.51170 4.68084 -0.30502
H 0.11914 3.34341 0.78760
H 2.18164 2.07263 -0.13726
H 2.42842 3.55415 -1.08428
H 2.44067 1.99698 -1.90810
C -1.71183 1.47832 -1.18263
H -2.10626 0.55781 -0.71592
H -2.14264 2.33428 -0.64400
H -2.07117 1.53895 -2.22490
C -0.97796 -1.29799 -2.68349
H -1.98367 -1.73865 -2.73807
H -1.11419 -0.23606 -2.95298
H -0.35673 -1.78190 -3.46514
C -1.58419 -0.17410 3.81350
C -0.32001 0.12646 3.03467
O -0.33272 -0.32476 1.71319
C -0.09165 1.65972 3.02243
F -0.07050 2.21531 4.25896
F 1.06553 2.01884 2.39286
F -1.11856 2.26222 2.33393
C 0.89117 -0.54966 3.76001
F 1.05794 -0.12437 5.03988
F 0.70462 -1.90138 3.80199
F 2.06222 -0.34143 3.10535
H -2.44634 0.22059 3.26340
H -1.52525 0.30563 4.79505
H -1.68718 -1.25587 3.94212
```

- Spin multiplicity: 1
- Total charge: +2
- Highest occupied orbital energy (spin up / spin down): -16.6 / -16.6 eV
- Lowest unoccupied orbital energy (spin up / spin down): -9.50 / -9.49 eV

These are the Mulliken partial charges, in e, on atoms 1 to 5: atom 1 (N): -0.0928, atom 2 (C): 0.7546, atom 3 (O): -0.4369, atom 4 (Na): 0.8850, atom 5 (V): 0.8715

***

Formula: C15H27FI2N2O4
Source: the Open Molecules 2025 dataset
Level of theory: ωB97M-V with the def2-TZVPD basis set

Structure (XYZ):
```
51
C15H27FI2N2O4 | the Open Molecules 2025 dataset | ωB97M-V with the def2-TZVPD basis set
C -1.56496 -5.36071 -0.84352
C -0.52757 -4.99411 -1.91376
I 0.62387 -6.71662 -2.46599
C 0.29864 -3.76028 -1.56885
I 0.87334 -2.71947 -3.36611
C 1.48187 -3.93053 -0.62499
F 1.66523 -2.70906 -0.03885
C 1.15715 -4.82920 0.47649
N 0.76175 -5.48209 1.34938
C 2.83804 -4.27547 -1.30442
C 3.54926 -5.33982 -0.62633
N 4.14294 -6.21400 -0.14347
H -1.88664 -4.47250 -0.32544
H -2.38716 -5.83654 -1.34201
H -1.12448 -6.03911 -0.14199
H -1.07858 -4.74257 -2.79576
H -0.36550 -3.07392 -1.08026
H 3.45559 -3.39902 -1.23901
H 2.70318 -4.62181 -2.31082
C 0.66466 1.33718 -3.44093
O -0.47802 0.83343 -2.77434
C -0.53979 1.22098 -1.40955
C -1.53236 2.33870 -1.19290
O -1.09611 3.54723 -1.79632
C -1.76270 3.83853 -3.01097
H 0.55511 1.11691 -4.50180
H 0.76053 2.41818 -3.31327
H 1.57067 0.84410 -3.07106
H 0.44831 1.51638 -1.04637
H -0.86229 0.34593 -0.83589
H -1.62165 2.52628 -0.11768
H -2.51793 2.05178 -1.57009
H -2.80892 4.10228 -2.82304
H -1.71999 2.99521 -3.70480
H -1.26348 4.69340 -3.46324
C 0.41038 3.56845 5.53937
O 0.38632 4.43875 4.42281
C 1.07657 3.92294 3.29555
C 0.12012 3.38534 2.25717
O -0.55376 2.22236 2.71806
C -1.88576 2.47497 3.12642
H -0.25717 3.98214 6.29288
H 0.06738 2.56512 5.27465
H 1.41987 3.50821 5.95957
H 1.78251 3.14432 3.59735
H 1.64721 4.74759 2.85713
H 0.68877 3.09788 1.36670
H -0.59769 4.15675 1.96496
H -2.51628 2.71584 2.26302
H -1.93578 3.29240 3.84965
H -2.26468 1.56729 3.59269
```

- Spin multiplicity: 1
- SMILES string: C[C@H](I)[C@H](I)[C@@](F)(C#N)CC#N.COCCOC.COCCOC
- Highest occupied orbital energy: -9.4 eV
- Lowest unoccupied orbital energy: -0.18 eV

These are the Mulliken partial charges, in e, on atoms 1 to 5: atom 1 (C): -1.3118, atom 2 (C): -0.3859, atom 3 (I): 0.1290, atom 4 (C): -1.2111, atom 5 (I): 0.1242

***

Formula: C15H27FN2O9P2
Source: the Open Molecules 2025 dataset
Level of theory: ωB97M-V with the def2-TZVPD basis set

Structure (XYZ):
```
56
C15H27FN2O9P2 | the Open Molecules 2025 dataset | ωB97M-V with the def2-TZVPD basis set
O 3.27436 2.91553 0.08419
C 2.10450 2.98431 -0.18741
N 1.57156 2.41710 -1.38746
C 0.14395 2.75960 -1.40969
C -0.24246 2.86404 0.08231
C -1.66247 3.37716 0.28162
C -2.29113 4.23823 -0.62309
C -3.60981 4.60969 -0.35520
C -4.21191 4.09572 0.78080
N -3.64714 3.29839 1.67615
C -2.39811 2.96561 1.38795
C 0.94875 3.66164 0.64652
F 0.88394 4.98154 0.26027
H 1.76900 1.42116 -1.36980
H -0.45182 2.00946 -1.94494
H 0.02047 3.70403 -1.95267
H -0.27113 1.82478 0.44458
H -1.78382 4.59540 -1.51656
H -4.14136 5.26112 -1.04288
H -5.25507 4.37481 0.95944
H -1.89593 2.28675 2.08908
H 1.02111 3.43975 1.71625
C 3.73091 -0.71333 -2.79170
O 2.65226 -1.55053 -2.34694
P 2.40074 -2.98750 -3.15729
O 1.93092 -2.45557 -4.48109
O 1.19807 -3.36270 -2.15841
C 0.03498 -2.54019 -2.20352
O 2.60578 -4.58613 -3.53239
C 3.46477 -4.88082 -4.64143
H 3.97596 -0.02777 -1.98162
H 4.61746 -1.29404 -3.04234
H 3.41095 -0.13981 -3.66169
H -0.08310 -2.05821 -3.17410
H 0.09166 -1.77934 -1.42345
H -0.83351 -3.16900 -2.01635
H 4.31614 -4.20374 -4.68171
H 2.89482 -4.81042 -5.56638
H 3.82736 -5.90091 -4.52568
C -1.00763 -3.82393 4.47103
O -0.27742 -2.76295 3.83398
P -1.14877 -1.39342 3.44880
O -2.01246 -1.95620 2.35548
O 0.16913 -0.64899 2.90663
C 0.82306 -1.17339 1.75683
O -1.88397 0.07496 3.67418
C -3.29025 0.05537 3.95808
H -0.29194 -4.47991 4.96277
H -1.69737 -3.43448 5.21876
H -1.55843 -4.39236 3.72192
H 0.14212 -1.74416 1.12503
H 1.65266 -1.81007 2.06469
H 1.21959 -0.33591 1.18287
H -3.55987 -0.78549 4.59462
H -3.84539 0.00198 3.02309
H -3.54474 0.98312 4.46788
```

- Spin multiplicity: 1
- SMILES string: O=C1NC[C@H](c2cccnc2)[C@@H]1F.COP(=O)(OC)OC.COP(=O)(OC)OC
- Highest occupied orbital energy: -9.6 eV
- Lowest unoccupied orbital energy: -1.11 eV

These are the Mulliken partial charges, in e, on atoms 1 to 5: atom 1 (O): -0.5743, atom 2 (C): 0.1658, atom 3 (N): -0.2459, atom 4 (C): -1.0552, atom 5 (C): 0.6359